DFT (ωB97M-V with the def2-TZVPD basis set) results for a single C6H12O molecule at a distorted geometry.

Calculated total energy: -8462.748 eV
SMILES: C/C=C/CCCO
ΔE to the lowest compared entry with this formula, charge and spin: 154.96 kJ/mol
Lowest unoccupied orbital energy: 0.03460 Ha

Geometry as ORCA input:
```
! RIJCOSX wB97M-V def2-TZVPD def2/J DEFGRID3
* xyz 0 1
C 0.868 -1.258 0.666
H 0.295 -2.052 -1.187
H 2.656 -2.146 1.605
C 2.271 -1.742 0.673
H -0.938 2.972 -0.202
H 2.891 -0.892 0.382
O -1.813 1.723 1.138
H -1.659 -0.876 -1.460
C -0.733 1.005 -0.973
H -1.266 1.375 -1.844
H 0.206 1.964 0.749
C 0.063 -1.348 -0.388
C -1.121 -0.422 -0.625
H 0.539 -0.591 1.459
H -1.825 -0.593 0.186
H 2.451 -2.468 -0.124
C -0.744 1.985 0.211
H 0.329 0.962 -1.238
H -2.468 2.402 0.972
*
```


DFT (ωB97M-V with the def2-TZVPD basis set) results for a single C6H12O molecule.

Calculated total energy: -8463.970 eV
SMILES: C[C@H]1CO[C@@H](C)C1
ΔE to the lowest compared entry with this formula, charge and spin: 37.05 kJ/mol
Lowest unoccupied orbital energy: 0.04204 Ha

Geometry as ORCA input:
```
! RIJCOSX wB97M-V def2-TZVPD def2/J DEFGRID3
* xyz 0 1
H -1.238 -1.359 0.558
H 1.658 -1.534 -2.259
H 1.211 -1.479 0.247
O 0.783 1.250 0.655
C -0.696 -0.499 0.150
H 0.044 -0.002 2.115
H 0.282 -2.533 -1.775
H -1.978 1.156 2.486
H -0.960 2.466 1.864
H -1.331 -0.020 -0.609
H 2.404 0.512 -0.392
H 1.051 1.090 -1.387
C 0.665 -0.839 -0.460
C 1.310 0.550 -0.462
C 0.649 -1.503 -1.830
C -1.416 1.505 1.613
H -2.128 1.663 0.796
C -0.318 0.525 1.217
H 0.007 -0.951 -2.528
*
```


DFT (ωB97M-V with the def2-TZVPD basis set) results for a single C6H12O molecule at a distorted geometry.

Calculated total energy: -8458.340 eV
ΔE to the lowest compared entry with this formula, charge and spin: 580.24 kJ/mol
Lowest unoccupied orbital energy (alpha / beta): 0.02317 / 0.01266 Ha

Geometry as ORCA input:
```
! RIJCOSX wB97M-V def2-TZVPD def2/J DEFGRID3
* xyz 0 1
C -0.882 1.976 -1.431
C 0.619 -1.888 1.328
H -1.373 2.320 -2.347
H -1.376 -1.736 0.506
H 1.627 -2.170 1.036
H 0.125 2.403 -1.397
C 1.262 0.342 1.360
C -0.148 -0.041 -0.126
H -0.257 0.083 -2.262
H -1.446 2.364 -0.575
H 2.174 -0.108 1.757
C -0.322 -1.548 0.280
C -0.813 0.449 -1.385
O 1.181 0.339 -0.050
H -1.818 0.014 -1.442
H 1.226 1.388 1.696
H 0.271 -2.301 2.271
H -0.057 -2.081 -0.645
H 0.007 0.197 1.426
*
```


DFT (ωB97M-V with the def2-TZVPD basis set) results for a molecular structure, C6H12O.

Calculated total energy: -8461.357 eV
ΔE to the lowest compared entry with this formula, charge and spin: 289.14 kJ/mol
Lowest unoccupied orbital energy: 0.03917 Ha

Geometry as ORCA input:
```
! RIJCOSX wB97M-V def2-TZVPD def2/J DEFGRID3
* xyz 0 1
H 2.034 -0.896 -0.011
C -0.225 -1.953 1.067
C -0.196 -0.934 0.205
C -1.276 2.704 -0.592
C -0.366 1.575 -0.115
H 2.824 -1.972 2.071
H -1.959 0.212 0.426
H 3.425 -1.662 2.384
H -0.869 -2.372 1.834
C -1.059 0.208 -0.203
O 0.983 -2.554 0.746
H -0.050 1.752 0.921
C 1.141 -1.487 -0.240
H 1.198 -1.906 -1.249
H -1.406 0.056 -1.236
H -0.774 3.676 -0.540
H -1.590 2.542 -1.630
H -2.183 2.761 0.022
H 0.551 1.557 -0.721
*
```


DFT (ωB97M-V with the def2-TZVPD basis set) results for a molecular structure, C6H12O at a distorted geometry.

Calculated total energy: -8459.496 eV
ΔE to the lowest compared entry with this formula, charge and spin: 468.72 kJ/mol
Lowest unoccupied orbital energy (alpha / beta): -0.01638 / -0.02960 Ha

Geometry as ORCA input:
```
! RIJCOSX wB97M-V def2-TZVPD def2/J DEFGRID3
* xyz 0 1
H 0.849 -1.056 0.282
H -1.931 0.317 0.894
C 2.173 1.421 0.225
H 2.442 2.391 0.661
H -1.016 0.353 -1.729
H 0.503 1.144 1.555
C 0.689 1.116 0.473
C -2.073 -1.662 0.186
H 0.073 1.901 0.016
H 2.387 1.444 -0.845
O 0.960 -0.232 -1.991
H -0.947 -0.928 1.804
H -1.821 -2.706 0.356
C -1.426 -0.648 0.865
C -0.222 -0.384 -1.463
C 0.202 -0.232 -0.023
H -2.944 -1.481 -0.440
H -0.718 -1.422 -1.508
H 2.820 0.665 0.683
*
```


DFT (ωB97M-V with the def2-TZVPD basis set) results for a single C6H12O molecule.

Calculated total energy: -8461.633 eV
ΔE to the lowest compared entry with this formula, charge and spin: 262.51 kJ/mol
Lowest unoccupied orbital energy: 0.04107 Ha

Geometry as ORCA input:
```
! RIJCOSX wB97M-V def2-TZVPD def2/J DEFGRID3
* xyz 0 1
O -0.452 1.032 -0.053
H -2.338 0.121 -1.662
H -2.381 1.079 0.656
C 1.742 -0.846 1.865
H 2.737 -1.288 1.737
H 1.741 0.245 -0.013
H 1.109 -1.561 2.402
H 1.848 0.046 2.491
C 1.017 -1.761 -0.374
H -3.368 1.569 -1.626
H 0.381 -2.512 0.107
H 0.584 -1.525 -1.353
C -0.299 -0.036 0.686
C -2.342 1.207 -1.518
H -1.727 1.663 -2.300
H 2.009 -2.198 -0.537
H -1.729 2.622 0.014
C -1.798 1.542 -0.144
C 1.128 -0.506 0.507
*
```


DFT (ωB97M-V with the def2-TZVPD basis set) results for 2 unconnected molecules or ions with the total composition C6H12O.

Calculated total energy: -8462.426 eV
SMILES: CC(C)=CCC=O.[H][H]
ΔE to the lowest compared entry with this formula, charge and spin: 186.06 kJ/mol
Lowest unoccupied orbital energy: 0.03664 Ha

Geometry as ORCA input:
```
! RIJCOSX wB97M-V def2-TZVPD def2/J DEFGRID3
* xyz 0 1
O -2.218 -0.906 1.548
H -2.398 -0.380 -1.590
H 0.451 0.667 2.176
H 2.549 1.045 -1.258
H 2.287 1.299 0.467
H -0.762 1.419 -1.225
H -0.125 0.247 2.389
C 0.729 0.160 -0.480
C -1.683 -0.545 -0.775
C -2.328 -0.226 0.555
H -2.865 0.745 0.595
C -0.520 0.413 -0.882
H -1.370 -1.591 -0.777
H 0.393 -1.729 0.542
H 1.335 2.222 -0.710
C 1.777 1.242 -0.504
H 2.024 -1.078 0.718
H 1.537 -1.815 -0.811
C 1.187 -1.189 0.020
*
```


DFT (ωB97M-V with the def2-TZVPD basis set) results for a single C6H12O molecule at a distorted geometry.

Calculated total energy: -8462.519 eV
SMILES: C=CCCCCO
ΔE to the lowest compared entry with this formula, charge and spin: 177.08 kJ/mol
Lowest unoccupied orbital energy: 0.03448 Ha

Geometry as ORCA input:
```
! RIJCOSX wB97M-V def2-TZVPD def2/J DEFGRID3
* xyz 0 1
H 0.247 -1.657 0.284
H 0.211 -2.298 2.566
C 1.598 0.073 0.421
H 1.189 1.858 -0.674
O -2.630 0.964 -1.596
H 0.217 -0.515 -1.630
H 2.106 0.625 1.220
C 0.956 -1.194 0.972
C 0.622 1.046 -0.227
C 0.815 -1.443 2.272
H 2.281 -0.289 -0.342
H -0.080 1.430 0.533
H -1.756 -0.983 -1.446
H -0.226 1.097 -2.218
C -0.248 0.443 -1.345
H -2.805 1.582 -0.874
C -1.706 0.019 -1.026
H -1.891 0.004 0.051
H 1.100 -0.761 3.060
*
```


DFT (ωB97M-V with the def2-TZVPD basis set) results for a single C6H12O molecule at a distorted geometry.

Calculated total energy: -8462.417 eV
SMILES: CC[C@H]1C[C@]1(C)O
ΔE to the lowest compared entry with this formula, charge and spin: 186.90 kJ/mol
Lowest unoccupied orbital energy: 0.03607 Ha

Geometry as ORCA input:
```
! RIJCOSX wB97M-V def2-TZVPD def2/J DEFGRID3
* xyz 0 1
H -1.931 2.306 -0.085
O -2.039 1.431 0.001
C 2.032 -0.158 0.996
C -0.843 0.115 -1.621
H -1.118 -0.177 1.799
C -1.148 0.428 -0.185
H 1.308 -0.118 1.807
H -1.148 0.894 -2.308
H -2.560 -0.743 1.108
C -1.506 -0.572 0.882
H 0.938 -1.533 -0.327
H 0.776 1.436 -0.824
C 1.358 -0.526 -0.328
H -0.862 -0.854 -2.111
H -1.034 -1.523 0.689
C 0.282 0.482 -0.691
H 2.136 -0.579 -1.107
H 2.792 -0.884 1.314
H 2.495 0.839 0.934
*
```


DFT (ωB97M-V with the def2-TZVPD basis set) results for a single C6H12O molecule.

Calculated total energy: -8462.905 eV
SMILES: CC(C)[C@H]1C[C@H]1O
ΔE to the lowest compared entry with this formula, charge and spin: 139.75 kJ/mol
Lowest unoccupied orbital energy: 0.03697 Ha

Geometry as ORCA input:
```
! RIJCOSX wB97M-V def2-TZVPD def2/J DEFGRID3
* xyz 0 1
H 1.823 0.463 -1.554
C -1.846 -0.422 0.620
H 0.808 -1.583 0.479
H 1.294 -1.166 -1.999
H 0.261 0.719 1.731
C -0.754 -0.522 -0.426
H -1.502 -0.161 1.619
H 2.663 -0.953 -0.902
C 0.714 -0.587 0.021
H -0.945 -1.223 -1.240
H -0.512 1.975 0.367
H 1.544 1.346 0.662
H -2.449 0.678 -1.201
O -1.356 1.971 -0.095
C -1.698 0.656 -0.414
C 1.678 -0.555 -1.173
H -2.695 -1.100 0.615
H 1.860 0.028 1.789
C 1.113 0.436 1.101
*
```


DFT (ωB97M-V with the def2-TZVPD basis set) results for a molecular structure, C6H12O.

Calculated total energy: -8462.888 eV
ΔE to the lowest compared entry with this formula, charge and spin: 141.48 kJ/mol
Lowest unoccupied orbital energy: 0.04119 Ha

Geometry as ORCA input:
```
! RIJCOSX wB97M-V def2-TZVPD def2/J DEFGRID3
* xyz 0 1
C 2.251 0.348 -0.001
H 0.172 -1.172 -0.622
H -2.053 0.799 0.051
C -0.279 -0.421 0.042
H 1.254 -0.558 2.360
H -0.658 -0.980 0.908
C 1.453 0.410 1.879
H 2.678 1.096 -0.680
H 0.485 1.596 0.328
H -1.778 -1.273 -2.201
H -2.707 -1.553 -0.722
O 2.776 0.461 1.328
H 2.415 -0.657 -0.416
C -1.459 0.235 -0.679
C -2.343 -0.776 -1.404
C 0.808 0.562 0.491
H -1.080 0.968 -1.403
H -3.214 -0.295 -1.861
H 1.279 1.214 2.602
*
```


DFT (ωB97M-V with the def2-TZVPD basis set) results for a single C6H12O molecule.

Calculated total energy: -8460.486 eV
ΔE to the lowest compared entry with this formula, charge and spin: 373.22 kJ/mol
Lowest unoccupied orbital energy: 0.02554 Ha

Geometry as ORCA input:
```
! RIJCOSX wB97M-V def2-TZVPD def2/J DEFGRID3
* xyz 0 1
H 2.192 1.049 0.882
H -0.472 0.796 3.062
H -1.554 -0.180 -0.497
C -0.134 0.619 -2.517
H -0.017 -0.894 2.787
H -1.490 -0.237 2.033
C 0.372 0.409 1.119
H -1.203 -1.944 -0.558
C -0.459 -0.007 2.320
C -0.118 -0.795 -2.051
C -0.802 -0.946 -0.753
H -0.513 1.392 -1.826
H 1.340 -0.458 -0.595
H -0.098 1.286 0.641
C 0.501 -0.710 0.082
H 0.812 -1.641 0.566
O 1.648 0.759 1.625
H -0.831 0.579 -3.370
H 0.825 0.924 -2.949
*
```